# 1
Here is a structure of composition C5H5FN in a non-equilibrium geometry from OMol25. Energies are from ωB97M-V with the def2-TZVPD basis set.

Properties
- electronic energy (eV) = -9462.20765
- LUMO (eV) = -8.528
- Kohn-Sham gap (Eh) = 0.265
- energy relative to the best compared isomer or geometry (same formula, charge and spin) (kJ/mol) = 436.22
- highest occupied orbital energy (eV) = -15.75
- charge = +1

Each line ends with the natural charge from an NBO analysis.
Geometry (Å):
C1 0.4446 -1.1253 0.0907  -0.354
C2 -0.8002 -1.7510 0.0203  0.361
C3 0.1179 0.2395 -0.0880  0.177
C4 -1.3712 0.1893 -0.0470  0.744
C5 1.0879 1.3206 -0.0951  -0.705
N1 -1.8604 -0.9520 0.0640  -0.453
F1 -2.1841 1.3710 0.0712  -0.251
H1 1.4017 -1.6298 0.0053  0.285
H2 -0.8070 -2.8102 -0.3940  0.267
H3 0.8531 1.8693 0.9300  0.335
H4 0.9365 2.1906 -0.6962  0.297
H5 2.1812 1.0880 0.1387  0.296

***

# 2
Here is a structure of composition C3H8N2O in a non-equilibrium geometry from OMol25. Energies are from ωB97M-V with the def2-TZVPD basis set.

Properties
- electronic energy (eV) = -8264.40427
- LUMO (eV) = 0.692
- Kohn-Sham gap (Eh) = 0.328
- energy relative to the best compared isomer or geometry (same formula, charge and spin) (kJ/mol) = 474.88
- highest occupied orbital energy (eV) = -8.24
- charge = 0

Each line ends with the natural charge from an NBO analysis.
Geometry (Å):
C1 -1.1415 -0.7181 0.9828  -0.621
N1 -0.3861 -0.0941 -0.2113  -0.549
C2 -0.9089 1.1740 -0.6733  -0.405
C3 0.9690 -0.2845 -0.5409  0.769
O1 1.4847 -0.2545 -1.6347  -0.636
N2 1.9224 -0.6517 0.3408  -0.821
H1 -0.5082 -1.5382 1.3220  0.195
H2 -1.3382 0.0679 1.7134  0.194
H3 -1.3470 -0.9823 -0.3781  0.453
H4 -0.4753 1.4041 -1.6473  0.237
H5 -1.9951 1.0594 -0.7427  0.209
H6 -0.6852 1.9714 0.0454  0.185
H7 2.9165 -0.6950 0.1516  0.426
H8 1.5581 -0.4091 1.2482  0.366

***

# 3
Here is a cluster of 2 separate species, CH5N2Si in total in a non-equilibrium geometry from OMol25. Energies are from ωB97M-V with the def2-TZVPD basis set.

Properties
- electronic energy (eV) = -11964.40659
- LUMO (eV) = -6.058
- Kohn-Sham gap (Eh) = 0.319
- energy relative to the best compared isomer or geometry (same formula, charge and spin) (kJ/mol) = 338.86
- highest occupied orbital energy (eV) = -14.74
- charge = +1

Each line ends with the natural charge from an NBO analysis.
Geometry (Å):
C1 1.1839 -0.5466 -0.1068  -1.120
N1 -2.5854 -0.3043 0.1588  0.278
N2 -1.5452 0.0550 0.0106  -0.283
Si1 -0.0489 0.8106 -0.4351  1.321
H1 1.6677 -0.4481 0.8296  0.294
H2 0.4465 -1.5062 -0.1140  0.293
H3 2.1261 -0.7197 -0.7840  0.318
H4 -0.5474 1.8854 -1.2611  -0.057
H5 -0.6973 0.7738 1.7021  -0.044

***

# 4
Here is an isolated molecule of C5H12N2 in a non-equilibrium geometry from OMol25. Energies are from ωB97M-V with the def2-TZVPD basis set.

Properties
- electronic energy (eV) = -8354.67178
- LUMO (eV) = 0.675
- Kohn-Sham gap (Eh) = 0.261
- energy relative to the best compared isomer or geometry (same formula, charge and spin) (kJ/mol) = 527.24
- highest occupied orbital energy (eV) = -6.42
- charge = 0

Each line ends with the natural charge from an NBO analysis.
Geometry (Å):
C1 -0.8329 1.6323 -0.0752  -0.414
N1 -0.1898 0.3606 -0.4539  -0.551
C2 -1.0641 -0.9512 0.3985  -0.186
C3 -1.9176 -1.7007 -0.3582  -0.750
H1 -0.2784 0.3342 -1.4693  0.398
H2 -1.4085 -0.5494 1.3466  0.198
H3 -0.3437 2.4885 -0.5357  0.201
H4 -0.7862 1.6978 1.0098  0.207
H5 -1.8481 1.6330 -0.4740  0.233
H6 -1.6369 -2.1564 -1.3001  0.180
H7 -2.8809 -2.0878 -0.0588  0.214
C4 1.9902 0.5579 0.8924  -0.691
C5 1.2407 -0.1912 -0.1745  0.470
N2 1.9005 -0.7670 -1.1097  -0.642
H8 1.3004 -1.1904 -1.8146  0.346
H9 0.1404 -1.3431 0.7314  0.077
H10 1.4240 0.6502 1.8182  0.222
H11 2.9198 0.0301 1.0916  0.249
H12 2.2712 1.5525 0.5356  0.235

***

# 5
Here is an isolated molecule of C3H7NO from OMol25. Energies are from ωB97M-V with the def2-TZVPD basis set.

Properties
- electronic energy (eV) = -6760.98251
- LUMO (eV) = 1.069
- Kohn-Sham gap (Eh) = 0.409
- energy relative to the best compared isomer or geometry (same formula, charge and spin) (kJ/mol) = 170.57
- highest occupied orbital energy (eV) = -10.05
- charge = 0

Each line ends with the natural charge from an NBO analysis.
Geometry (Å):
C1 1.7922 -0.6457 0.1720  -0.427
N1 0.3568 -0.5945 0.1865  -0.456
C2 -0.2525 0.1391 -0.6408  0.115
C3 -1.5868 0.6612 -0.1782  -0.110
O1 -1.9334 0.1040 1.0519  -0.721
H1 2.0714 0.0439 0.9768  0.210
H2 2.2487 -0.2829 -0.7609  0.174
H3 2.1708 -1.6342 0.4399  0.207
H4 0.2140 0.5623 -1.5438  0.156
H5 -1.3948 1.7470 -0.0827  0.176
H6 -2.3987 0.5414 -0.9043  0.184
H7 -1.1834 -0.4869 1.2672  0.493